Molecular formula: C12H16O4Si2W
Method: DFT, the ωB97M-V functional and the def2-TZVPD basis

* E_LUMO: -9.90 eV
* net charge: +2
* 2S+1: 1

Cartesian coordinates (Å):
W -0.099 -1.607 -0.696
C -3.415 -0.764 2.034
Si -1.906 -0.816 0.878
C -2.647 -0.065 -0.783
C -1.346 -3.293 -0.634
C -2.357 -4.244 -0.575
C -1.999 -5.586 -0.521
C -0.664 -5.977 -0.531
C 0.356 -5.037 -0.584
C 0.011 -3.692 -0.630
Si 2.107 -1.757 0.522
C 3.351 -1.749 -0.945
C 3.023 -2.103 2.153
H -4.149 -1.503 1.702
H -3.904 0.215 1.993
H -3.211 -0.972 3.084
H -3.560 -0.589 -1.077
H -1.989 -0.065 -1.678
H -2.926 0.981 -0.626
H -3.404 -3.971 -0.569
H -2.769 -6.337 -0.462
H -0.418 -7.025 -0.492
H 1.386 -5.366 -0.591
H 3.973 -2.647 -0.952
H 4.040 -0.903 -0.879
H 2.867 -1.696 -1.930
H 3.457 -3.103 2.142
H 2.380 -2.043 3.032
H 3.853 -1.410 2.308
O 0.971 1.964 -2.245
C 0.676 0.841 -2.015
O 0.419 0.283 -0.859
C 0.527 -0.309 -3.152
O 0.765 -0.184 -4.302
O 0.102 -1.409 -2.521

=====

Molecular formula: C3H8ClN
Method: DFT, the ωB97M-V functional and the def2-TZVPD basis

* E_LUMO: 0.48 eV
* relative energy (zero: lowest compared OMol25 entry of this formula, charge and spin): 173.0 kcal/mol
* 2S+1: 1

Cartesian coordinates (Å):
C -1.418 -0.808 -0.732
C 0.427 0.565 -0.334
C 1.377 0.805 0.804
H -1.496 0.156 -1.753
H -1.209 -2.368 -1.076
H -2.381 -0.672 0.337
H -0.500 -1.097 0.883
H -0.202 1.235 -0.961
H 0.988 -0.349 -0.950
H 2.262 1.127 0.433
H 1.906 -0.224 0.981
N -0.606 -0.131 0.295
Cl 0.851 1.761 2.073

=====

Which value of E_LUMO does entry 2 give?
0.48 eV

=====

Repeat the first record exactly.
Molecular formula: C12H16O4Si2W
Method: DFT, the ωB97M-V functional and the def2-TZVPD basis

* E_LUMO: -9.90 eV
* net charge: +2
* 2S+1: 1

Cartesian coordinates (Å):
W -0.099 -1.607 -0.696
C -3.415 -0.764 2.034
Si -1.906 -0.816 0.878
C -2.647 -0.065 -0.783
C -1.346 -3.293 -0.634
C -2.357 -4.244 -0.575
C -1.999 -5.586 -0.521
C -0.664 -5.977 -0.531
C 0.356 -5.037 -0.584
C 0.011 -3.692 -0.630
Si 2.107 -1.757 0.522
C 3.351 -1.749 -0.945
C 3.023 -2.103 2.153
H -4.149 -1.503 1.702
H -3.904 0.215 1.993
H -3.211 -0.972 3.084
H -3.560 -0.589 -1.077
H -1.989 -0.065 -1.678
H -2.926 0.981 -0.626
H -3.404 -3.971 -0.569
H -2.769 -6.337 -0.462
H -0.418 -7.025 -0.492
H 1.386 -5.366 -0.591
H 3.973 -2.647 -0.952
H 4.040 -0.903 -0.879
H 2.867 -1.696 -1.930
H 3.457 -3.103 2.142
H 2.380 -2.043 3.032
H 3.853 -1.410 2.308
O 0.971 1.964 -2.245
C 0.676 0.841 -2.015
O 0.419 0.283 -0.859
C 0.527 -0.309 -3.152
O 0.765 -0.184 -4.302
O 0.102 -1.409 -2.521

=====

E_LUMO of number 2 (C3H8ClN)?
0.48 eV